Record 1
Here is a structure of composition C46H62N8O4S2Si2Sn from OMol25. Energies are from the ωB97M-V functional and the def2-TZVPD basis.

Atoms and positions in Å:
Sn (0.08094, -0.56039, 0.28729)
S (1.87769, 0.93987, -3.40121)
S (5.38721, 0.71592, 5.42108)
Si (-2.39040, 0.54636, 2.34105)
Si (0.11046, -3.59418, -1.40058)
O (4.06423, 1.07648, 5.85918)
O (3.68645, 4.21847, 5.39702)
O (1.63841, 3.79269, 5.99607)
O (6.53077, 1.17922, 6.17589)
N (2.60916, 3.63053, 5.26719)
N (-0.67552, -2.55553, -0.30612)
N (-1.66600, -0.76699, 1.50619)
N (-1.49485, 0.55173, -1.96504)
N (-0.47636, 3.19536, -1.03723)
N (3.89606, -0.59430, -2.74286)
N (3.47606, 2.36484, 3.31980)
N (1.61323, 1.33102, 2.67592)
C (-4.18976, 0.81249, 1.84871)
C (-0.92016, 2.95139, -2.21900)
C (2.67131, -2.30125, 1.65704)
C (4.96296, -1.69140, 6.58429)
C (2.89448, 4.16772, -1.47536)
C (2.45977, 2.73661, 4.17598)
C (1.32699, 2.10038, 3.75617)
C (-0.29488, 4.49578, -0.59181)
C (-1.40597, 1.70201, -2.70179)
C (-2.24065, -2.02672, 1.44834)
C (3.40842, 0.37612, -3.60066)
C (1.62154, -2.72966, -2.08094)
C (6.02210, -0.77443, -3.73933)
C (-1.74547, -2.94822, 0.47063)
C (3.45477, -2.93920, 2.61846)
C (-1.50911, 2.14262, 1.93174)
C (1.37560, -1.83210, 1.89321)
C (-3.40435, -4.57925, 1.22645)
C (-2.75303, 5.06328, -1.01214)
C (-3.25778, -2.44453, 2.29905)
C (0.95704, 4.85625, -0.04842)
C (-2.32801, 0.33160, 4.22600)
C (4.36999, 0.77922, -4.59984)
C (-2.31803, 0.17679, -4.05959)
C (-2.36152, -4.19662, 0.38329)
C (5.60903, 0.23261, -4.66041)
C (0.07390, 7.00601, 0.61247)
C (5.45530, -1.06078, 5.29047)
C (1.65468, -2.70373, 4.17269)
C (0.76632, -5.17293, -0.59345)
C (3.56820, 0.94248, 1.22881)
C (-3.84376, 5.25826, 0.04170)
C (5.12393, -1.15947, -2.80014)
C (-1.36545, 5.40793, -0.51229)
C (1.11923, 6.09407, 0.54925)
C (0.89876, -2.07828, 3.18969)
C (-1.15082, 6.65211, 0.07628)
C (5.61356, 1.25344, 3.72822)
C (2.88293, 1.54163, 2.40582)
C (2.94811, -3.13602, 3.89558)
C (-0.91332, -4.11194, -2.89869)
C (-1.90353, 1.50531, -4.00528)
C (-3.84868, -3.70430, 2.19697)
C (-2.04171, -0.35024, -2.78037)
C (4.91104, 2.57068, 3.40814)
C (2.12778, 3.92043, -0.17654)
H (-0.03074, -5.85201, -0.29271)
H (5.06033, -2.77460, 6.51795)
H (2.23524, 4.04655, -2.33352)
H (2.28602, -2.48881, -1.24881)
H (4.82113, -1.35099, 4.45181)
H (0.34746, 2.14950, 4.19614)
H (3.91543, -1.44640, 6.74336)
H (-1.83713, -4.61874, -2.61882)
H (-0.43487, 2.02772, 1.79376)
H (1.33135, -4.91063, 0.30281)
H (-1.97618, 7.35342, 0.12973)
H (-2.22515, -1.35431, -2.42300)
H (-1.42567, -0.21572, 4.50431)
H (-2.30532, 1.29881, 4.73209)
H (3.11772, -2.16729, 0.67044)
H (-2.01340, -4.89909, -0.36147)
H (4.45263, -3.29479, 2.36852)
H (1.35349, -1.80471, -2.59245)
H (6.69186, 1.32759, 3.59079)
H (-3.59782, -1.77135, 3.07595)
H (-2.98315, 5.67708, -1.89074)
H (2.82226, 0.84176, 0.43963)
H (3.53954, -3.63731, 4.65566)
H (-4.64556, -3.98330, 2.87721)
H (-4.79974, -0.08663, 1.92657)
H (3.71377, 3.45877, -1.59438)
H (-3.91951, 6.29739, 0.36490)
H (5.11839, 3.33851, 4.15013)
H (3.29940, 5.18292, -1.49222)
H (6.49708, -1.30677, 5.08110)
H (1.23586, -2.86288, 5.16128)
H (2.08642, 6.34670, 0.97133)
H (5.54054, -1.34157, 7.43946)
H (2.80118, 4.08151, 0.67372)
H (-2.77795, 4.02786, -1.34975)
H (4.04574, 1.53985, -5.29399)
H (3.21331, -0.92885, -2.07232)
H (1.77509, 2.88708, -0.14835)
H (0.20947, 7.96941, 1.08712)
H (2.15661, -3.38005, -2.77705)
H (-2.75221, -0.34932, -4.89756)
H (-1.94146, 2.24789, -4.78988)
H (-1.01447, 3.77596, -2.94729)
H (-3.84769, -5.56292, 1.12050)
H (7.00226, -1.22229, -3.77911)
H (-3.18314, -0.22431, 4.61555)
H (4.39260, 1.55891, 0.86906)
H (-4.81649, 4.95914, -0.35220)
H (-0.10833, -1.76113, 3.43860)
H (-1.88594, 2.53123, 0.98756)
H (-3.63634, 4.64947, 0.92096)
H (6.29995, 0.56148, -5.42724)
H (5.26595, 2.92247, 2.43700)
H (5.22513, 0.46645, 3.08921)
H (-4.20706, 1.13908, 0.80742)
H (-4.64699, 1.59503, 2.45953)
H (-1.67006, 2.89273, 2.70989)
H (3.92113, -0.06222, 1.45793)
H (-1.17939, -3.23354, -3.48723)
H (1.42875, -5.70995, -1.27750)
H (5.32356, -1.92143, -2.05937)
H (-0.33387, -4.78581, -3.53583)

Cartesian forces (eV/Å) of the 6 atoms listed first:
0.5 -0.6 0.1
-0.1 0.2 -0.2
0.0 0.0 0.0
0.0 0.1 0.0
-0.1 -0.1 0.0
0.0 0.0 0.0

Calculated values
* spin multiplicity: 1
* lowest unoccupied orbital energy: 0.124 Eh
* orbital gap: 4.6 eV
* charge: -2
* DFT total energy: -112078.184 eV
* HOMO energy: -0.0455 Ha

Record 2
Here is a structure of composition C46H63AsBeF6N9O6 from OMol25. Energies are from the ωB97M-V functional and the def2-TZVPD basis.

Atoms and positions in Å:
As (0.53030, -0.37074, -0.28580)
F (0.95050, 1.18552, -1.14877)
F (-0.72322, 0.52601, 0.55324)
F (1.72807, 0.01183, 1.05746)
F (-0.70680, -0.76025, -1.56640)
F (1.82823, -1.15426, -1.16724)
F (0.06519, -1.87760, 0.46545)
O (1.99213, 6.78641, -0.18336)
O (-5.04777, -3.00928, -0.30657)
O (0.07874, 7.50544, 0.93029)
O (-3.42508, -4.48245, -0.48750)
O (-5.23020, -4.97485, 0.83636)
O (0.10380, 5.82555, -0.55975)
N (0.40429, 0.15836, 3.40821)
N (1.68985, 3.16077, 3.19737)
N (-6.93800, 2.75297, 3.94890)
N (2.89284, -1.64129, 3.25488)
N (2.60703, 2.87735, -4.01997)
N (-1.76113, -6.77225, -2.38873)
N (-2.88123, -3.69630, -5.39207)
N (-3.55719, 0.45930, -5.47949)
N (4.02131, 1.94745, 0.74647)
C (-4.37095, 2.35841, 4.33789)
C (2.76837, -3.71639, 4.55564)
C (-3.98243, -2.31510, -0.92252)
C (-0.54816, -3.88460, -3.96304)
C (0.20199, 5.43089, 3.86291)
C (0.57736, 3.52742, 2.49078)
C (-1.87490, -3.80331, -4.74585)
C (4.33347, 3.24980, 0.45367)
C (0.23020, -5.73321, 2.06550)
C (1.93480, -3.56159, -4.03686)
C (1.02297, 5.09700, -1.36524)
C (3.26337, -4.44037, 3.42546)
C (1.33539, 2.31577, -6.00324)
C (1.97401, 3.24290, -5.17712)
C (-3.11522, -3.46952, -1.40635)
C (2.03765, 3.95156, 4.25504)
C (-0.28525, -5.58503, 0.56529)
C (2.52694, -2.34824, 4.36196)
C (-3.09819, 0.74682, -4.44158)
C (2.44716, 1.61029, -3.54778)
C (3.36436, -2.38423, 2.20045)
C (-0.18421, 4.64056, 2.76281)
C (-3.37966, 2.95627, 3.39670)
C (-3.48009, 2.41083, 1.96623)
C (4.55529, 1.02110, -0.12058)
C (-0.55121, -0.42723, 3.25515)
C (2.22633, 6.03264, -1.35672)
C (-1.81225, 3.36936, -3.70473)
C (-1.35642, -6.59184, 0.20172)
C (-2.49996, 1.07309, -3.09605)
C (-5.80964, 2.57813, 4.12984)
C (-4.62308, -4.21266, 0.12771)
C (-1.78936, -2.68426, 3.21436)
C (0.67094, 6.76343, 0.15879)
C (1.28207, 5.10301, 4.62566)
C (-1.85111, -1.17885, 2.99842)
C (-2.58895, 2.51931, -2.68851)
C (1.73963, 0.67021, -4.27144)
C (5.09339, 3.69623, -0.60185)
C (3.58780, -3.76054, 2.25861)
C (-1.55980, -6.73874, -1.23340)
C (1.19258, 1.01681, -5.54525)
C (0.64721, -3.45195, -4.83527)
C (5.41525, 1.36354, -1.16092)
C (5.68641, 2.67163, -1.38021)
C (-1.87033, -3.00361, 4.68303)
Be (2.94211, 0.90773, 3.00654)
H (1.97000, -2.70119, -3.36859)
H (3.20893, 5.56460, -1.29728)
H (3.61781, -1.89758, 1.27021)
H (6.40998, 2.87665, -2.15532)
H (-2.72393, 2.95709, 1.40238)
H (0.91520, -4.92795, 2.33088)
H (-2.79666, -2.70171, 5.17178)
H (4.10236, -4.34169, 1.50770)
H (-4.46088, 2.75229, 1.63525)
H (-0.75060, 3.15387, -3.58400)
H (4.36321, -0.01417, 0.11968)
H (1.70011, 5.72656, 5.40208)
H (1.24847, 4.10903, -0.96382)
H (5.27914, 4.75696, -0.68396)
H (2.89944, 3.65510, 4.83453)
H (-4.17320, 1.30106, 4.51396)
H (0.19651, 2.85416, 1.73707)
H (-1.03413, -2.58395, 5.24229)
H (-0.49252, -5.70015, 2.88079)
H (-1.68191, -4.05567, 4.89695)
H (2.25941, 4.20562, -5.57478)
H (3.59399, -5.46621, 3.49457)
H (-2.49790, -0.68279, 3.72208)
H (0.77663, -3.99699, -5.77031)
H (0.95074, 2.60792, -6.96921)
H (-0.67700, -4.57430, 0.45097)
H (-2.06018, -3.34758, -1.16117)
H (0.52624, -2.42262, -5.17285)
H (3.82317, 3.93458, 1.11479)
H (5.97501, 0.64825, -1.74522)
H (-2.90187, 0.34589, -2.39053)
H (-1.08387, 4.92985, 2.24001)
H (2.85198, 1.38756, -2.57161)
H (2.74988, -3.47343, -4.75518)
H (1.97881, -4.48608, -3.46111)
H (-0.62165, -3.27257, -3.06408)
H (-0.46661, -4.93726, -3.69223)
H (-4.41896, -1.71275, -1.71920)
H (-1.84716, 4.43803, -3.49303)
H (-0.35739, 6.32260, 4.10446)
H (2.30580, 6.68333, -2.22758)
H (-3.33663, 1.36329, 1.70132)
H (-1.26164, -7.56852, 0.67627)
H (0.64053, -6.73945, 2.15036)
H (-0.93600, -3.17394, 2.74524)
H (-2.13289, -1.01582, 1.95817)
H (0.73031, 0.23277, -6.12661)
H (-2.20458, 2.68543, -1.68216)
H (-2.21256, -6.18811, 0.74222)
H (-2.62362, -3.15770, 2.69670)
H (-3.25031, -3.65615, -2.47172)
H (-2.17546, 3.28373, -4.72887)
H (2.08103, -1.89054, 5.23263)
H (0.55963, -5.72207, -0.10963)
H (1.70978, -0.32576, -3.85486)
H (-4.16253, 2.92740, 5.24393)
H (-3.64396, 2.79300, -2.70095)
H (0.67846, 4.98273, -2.39304)
H (-3.43779, -1.60258, -0.30303)
H (-1.44674, 0.79359, -3.12261)
H (-2.42569, 2.69713, 3.85593)
H (2.55030, -4.15852, 5.51655)
H (-3.40353, 4.03457, 3.55422)

Cartesian forces (eV/Å) of the 6 atoms listed first:
-1.0 1.1 -2.3
-0.4 -1.8 1.4
0.8 -0.5 0.0
-0.4 -0.1 -0.6
1.7 0.4 1.3
-0.6 0.4 0.7

Calculated values
* spin multiplicity: 1
* lowest unoccupied orbital energy: -0.245 Eh
* orbital gap: 4.9 eV
* charge: +1
* DFT total energy: -151956.267 eV
* HOMO energy: -0.4238 Ha

Record 3
Here is a structure of composition C46H66BGeN2O3P2Sn from OMol25. Energies are from the ωB97M-V functional and the def2-TZVPD basis.

Atoms and positions in Å:
Sn (-0.41143, 0.74206, 0.16525)
Ge (-5.41128, 1.25579, -1.72607)
P (-0.82670, -2.81684, -1.48658)
P (1.95443, 1.58450, 1.86336)
O (-1.23527, 0.18402, -1.84910)
O (-3.22393, -0.27581, -0.93670)
O (1.07085, 1.55713, -1.06719)
N (1.38972, -1.04399, 2.31718)
N (0.55831, -2.67276, 0.95326)
C (-8.79709, 4.14877, -3.50641)
C (-8.76329, 3.84123, -2.15216)
C (3.73257, 1.50309, 1.26034)
C (-2.05957, -4.20204, -1.85699)
C (-1.58758, -5.65303, -1.73440)
C (-4.17260, 2.80169, 0.43756)
C (-6.89697, 2.71646, -3.85461)
C (2.22088, -2.59076, 4.12291)
C (0.22941, 3.05955, 3.35102)
C (1.83789, -4.92964, 3.63479)
C (-5.64841, -0.35238, 0.74313)
C (-6.84774, 2.38811, -2.50166)
C (-2.49450, 0.01686, -1.89398)
C (1.22514, -4.60635, 2.42267)
C (1.06926, -4.20152, -3.22317)
C (3.89242, 0.09779, 0.66195)
C (1.74143, 3.00627, 3.08051)
C (-3.31638, 3.29480, -1.73889)
C (2.32702, -3.93821, 4.47174)
C (2.47205, 2.88613, 4.42029)
C (3.89820, 2.50485, 0.10988)
C (2.13540, 4.31694, 2.39639)
C (-2.42033, 4.42888, 0.18076)
C (-7.65233, -1.47581, 1.47136)
C (-3.13772, 0.21093, -3.26197)
C (-2.63490, -3.98378, -3.25845)
C (-8.32404, -0.98648, 0.36148)
C (-6.31456, 0.16107, -0.37222)
C (-7.79791, 2.97456, -1.66129)
C (1.61920, -2.26774, 2.91771)
C (-7.85874, 3.58610, -4.35718)
C (-6.31417, -1.15590, 1.65883)
C (4.82380, 1.73259, 2.30433)
C (-0.00163, -3.58870, -0.02461)
C (0.10002, -2.02052, -3.97768)
C (0.56006, -2.83777, -2.76290)
C (-3.19421, -3.95778, -0.84870)
C (1.85779, 0.14208, 3.00772)
C (-4.19103, 2.56471, -0.93571)
C (0.79880, 2.09864, -2.32058)
C (-7.65809, -0.17236, -0.54672)
C (-3.30011, 3.72743, 0.99172)
C (1.71683, -2.05881, -2.11647)
C (-4.65982, 0.17382, -3.19072)
C (-2.42991, 4.21103, -1.18881)
C (1.11908, -3.27040, 2.07272)
B (0.69298, -1.21727, 1.03033)
H (1.39519, 3.01590, -2.46661)
H (1.38979, -1.07803, -1.75982)
H (1.77508, 5.16053, 2.99411)
H (-5.10313, 0.44906, -4.14933)
H (3.11500, -0.09553, -0.08096)
H (3.80800, 3.53826, 0.44595)
H (2.15714, -2.59694, -1.27378)
H (0.92565, -1.94010, -4.69327)
H (-4.83604, 2.24664, 1.09051)
H (2.79294, -4.20911, 5.41108)
H (-5.77973, -1.54382, 2.51761)
H (-3.58439, -2.94059, -0.92570)
H (0.01680, 3.88120, 4.04337)
H (-9.36635, -1.23578, 0.20115)
H (-3.51388, -4.62190, -3.39661)
H (0.84066, -5.38668, 1.77919)
H (-2.86507, -4.10442, 0.18265)
H (-9.48899, 4.28113, -1.47835)
H (-7.78364, 2.74933, -0.59990)
H (-0.19310, -1.01615, -3.66823)
H (-3.31232, 3.14663, -2.81362)
H (-1.71906, 5.13117, 0.61524)
H (-8.16684, -2.10835, 2.18487)
H (1.05463, 1.40713, -3.13910)
H (-0.74213, -2.48172, -4.49568)
H (-8.20058, 0.21052, -1.40430)
H (-4.00816, -4.66600, -1.03762)
H (-2.76739, 1.15695, -3.66370)
H (3.84996, -0.68766, 1.41882)
H (-1.16332, -5.87023, -0.75263)
H (-0.14475, 2.13781, 3.80183)
H (2.59246, -1.82231, 4.78839)
H (4.70975, 1.09026, 3.18066)
H (3.55447, 2.90781, 4.30896)
H (-6.17079, 2.29199, -4.53918)
H (-0.33500, 3.21615, 2.43036)
H (0.77766, -4.29709, -0.33539)
H (3.13745, 2.32191, -0.65065)
H (-7.87269, 3.82423, -5.41419)
H (-3.29002, 3.88250, 2.06408)
H (-2.44388, -6.32356, -1.86949)
H (2.18711, 3.72738, 5.06180)
H (4.85113, 2.77105, 2.63750)
H (4.89633, 2.38469, -0.32507)
H (-4.99181, -0.84240, -2.96336)
H (-0.25551, 2.37043, -2.46426)
H (-2.94834, -2.94638, -3.40200)
H (1.18193, 0.39313, 3.83245)
H (1.69286, 4.39280, 1.40056)
H (-0.77420, -4.18546, 0.47022)
H (1.33457, -4.84802, -2.38361)
H (-4.59506, -0.14612, 0.87646)
H (1.92659, -5.96938, 3.92434)
H (5.79776, 1.50775, 1.85664)
H (-2.74285, -0.56680, -3.92482)
H (0.33420, -4.72266, -3.83869)
H (-1.91583, -4.23649, -4.03903)
H (3.21743, 4.41698, 2.30110)
H (-0.84504, -5.91135, -2.48736)
H (-1.73657, 4.74210, -1.82977)
H (-9.54871, 4.82582, -3.89380)
H (1.97027, -4.06658, -3.83178)
H (2.50072, -1.90423, -2.86554)
H (2.83678, -0.06320, 3.45522)
H (2.20324, 1.97065, 4.95009)
H (4.86684, 0.03737, 0.16631)

Cartesian forces (eV/Å) of the 6 atoms listed first:
0.0 0.1 -0.1
0.0 0.0 0.0
0.0 0.0 0.0
0.0 0.1 0.0
0.0 0.2 0.0
0.0 0.0 0.0

Calculated values
* spin multiplicity: 1
* lowest unoccupied orbital energy: 0.092 Eh
* orbital gap: 6.1 eV
* charge: -1
* DFT total energy: -139502.486 eV
* HOMO energy: -0.1333 Ha
* ΔE to the lowest compared entry with this formula, charge and spin: 0.000 eV